40
Properties=species:S:1:pos:R:3:forces:R:3 method="wB97M-V/def2-TZVPD" lumo_ha="-0.464 / -0.454" total_charge=+2 homo_ha="-0.61267 / -0.61162" multiplicity=2 largest_force_ev_per_a=2.89
Tl -0.06411 -3.60600 0.55671 0.0568 -0.2541 0.0448
Tl -1.98299 0.38841 3.10940 0.0650 0.0221 0.4022
P -0.22910 -0.13787 -0.03111 -1.7619 0.6035 -2.2003
O -0.64682 -1.28505 -0.97767 0.1779 0.7089 1.6151
O 1.10052 0.46578 -0.45756 -1.8853 -0.4450 0.9202
O 0.05516 -0.86488 1.32326 -0.1461 -0.1662 0.8022
O -1.46109 0.87238 0.13043 2.1880 -1.8541 -0.3350
O -2.00077 2.95641 1.46720 -0.3214 -0.0021 0.4026
H -1.83487 2.39767 0.70791 0.1474 -0.1073 -0.1921
H -1.47903 3.74242 1.30533 0.1997 0.5536 0.2363
O -3.13767 -1.41997 -1.76439 -0.7957 -0.1634 0.1762
H -3.37190 -0.57777 -2.15435 -0.4041 0.2699 -0.4831
H -2.20823 -1.33570 -1.55159 0.8023 -0.0738 -0.3389
O -2.85576 -1.92410 0.97464 0.8127 -0.0568 0.8629
H -3.62348 -2.49498 1.00525 -0.3968 -0.1935 0.0883
H -2.81024 -1.63174 0.06432 -0.5357 0.1450 -0.5486
O 2.07822 2.17483 1.23449 -0.0581 0.5760 0.3576
H 1.56566 1.52930 0.74786 0.2514 0.1673 -0.0747
H 2.89391 1.72186 1.44827 0.2261 0.4368 0.1214
O 0.40394 1.81243 -2.55959 0.1344 -0.0708 -1.1091
H 0.36694 2.75904 -2.42253 -0.3669 0.7882 -0.1943
H 0.62431 1.45389 -1.69987 0.4387 -0.2200 0.6546
O 0.23701 -0.77273 -3.21679 0.2530 1.1248 -2.1727
H 1.03364 -1.28283 -3.36313 1.1113 -0.2542 -0.5011
H -0.11852 -1.11315 -2.39584 -0.9567 -0.6225 1.7782
O 0.52490 -0.86833 4.14939 -1.1685 -0.1445 0.1223
H 1.26281 -0.67648 3.57067 0.6168 0.4170 0.0891
H 0.88940 -1.44671 4.81935 -0.0397 -0.0909 0.3986
O -3.17467 1.41048 -1.56838 -0.9517 -0.1963 -1.5391
H -2.45477 1.28635 -0.94986 1.8818 -0.1550 1.1075
H -3.87519 1.80118 -1.04602 -1.0157 0.3633 0.3275
O 3.10911 0.54408 -2.11395 0.0717 -0.0408 -0.6235
H 3.77624 -0.08408 -1.83722 0.5725 -0.1467 -0.2497
H 2.42097 0.47024 -1.45271 -0.1503 0.3454 0.2438
O 2.35638 -1.95900 -0.25849 -0.2467 -0.6285 0.1160
H 1.93449 -1.13205 -0.49174 0.0005 0.3444 -0.1328
H 3.26013 -1.86019 -0.55799 0.4112 -0.3932 0.0462
O 2.47532 -0.50435 2.47028 0.2544 -0.1377 -0.0234
H 3.11717 -0.00265 1.96773 0.3326 -0.0138 0.2020
H 1.84290 -0.80626 1.81826 0.1953 -0.4350 -0.3970